No. 1
Entry from OMol25: a molecular structure, C40H44Br2N8O8STl (ωB97M-V with the def2-TZVPD basis set).

Last column: natural (NBO) charge in e.
Element x y z (Å)
Tl 0.020 -0.749 1.430  0.78
O 4.041 -1.118 4.729  -0.69
C 2.917 -1.497 4.062  0.77
O 1.838 -1.048 4.328  -0.56
C 3.199 -2.516 2.995  0.05
C 4.421 -3.161 2.929  -0.22
C 4.587 -4.121 1.938  -0.19
C 3.542 -4.371 1.072  -0.20
C 2.351 -3.650 1.201  0.12
N 2.190 -2.743 2.161  -0.39
C 1.225 -3.913 0.172  0.74
O 1.407 -4.913 -0.535  -0.72
O 0.278 -3.092 0.141  -0.79
H 3.715 -0.487 5.390  0.50
H 5.205 -2.924 3.632  0.23
H 5.521 -4.663 1.849  0.21
H 3.593 -5.104 0.281  0.25
Br -5.492 0.878 2.403  0.00
C -4.130 2.180 2.158  -0.23
C -4.493 3.526 2.152  -0.22
C -3.556 4.508 1.961  -0.16
Br -4.109 6.329 1.962  -0.01
C -2.199 4.165 1.745  -0.13
C -1.167 5.101 1.501  -0.17
C 0.106 4.668 1.267  -0.27
C 0.363 3.282 1.268  0.00
N -0.564 2.388 1.502  -0.40
C -1.832 2.797 1.755  0.15
C -2.802 1.715 2.005  0.38
O -2.454 0.520 2.023  -0.72
H -5.531 3.794 2.296  0.23
H -1.404 6.157 1.500  0.22
H 0.908 5.373 1.084  0.20
H 1.363 2.902 1.072  0.19
O -0.397 -6.455 7.949  -0.72
C -1.201 -5.363 8.353  0.09
N -1.849 -4.691 7.264  -0.64
C -1.116 -3.820 6.493  0.67
O 0.032 -3.535 6.780  -0.62
C -1.814 -3.270 5.294  -0.22
C -3.195 -3.142 5.215  -0.15
C -3.758 -2.633 4.061  -0.27
C -2.913 -2.279 3.019  0.10
N -1.589 -2.400 3.084  -0.44
C -1.050 -2.867 4.205  0.10
H 0.336 -6.084 7.441  0.48
H -0.600 -4.624 8.882  0.18
H -1.959 -5.770 9.018  0.17
H -2.626 -5.149 6.816  0.40
H -3.825 -3.402 6.058  0.21
H -4.825 -2.488 3.967  0.22
H -3.306 -1.840 2.110  0.23
H 0.031 -2.931 4.239  0.23
C 2.192 5.120 -3.271  -0.61
C 0.849 4.735 -2.665  -0.40
C 0.597 3.235 -2.677  -0.22
N 1.565 2.574 -1.808  -0.60
C 1.831 1.259 -1.696  0.28
S 2.552 0.608 -0.373  -0.13
N 1.406 0.452 -2.766  -0.68
C 1.641 0.568 -4.119  0.68
O 1.040 -0.131 -4.908  -0.59
C 2.694 1.528 -4.591  -0.17
C 3.839 1.800 -3.853  -0.18
C 4.807 2.650 -4.372  -0.21
C 4.625 3.232 -5.617  -0.20
C 3.486 2.948 -6.361  -0.24
C 2.527 2.087 -5.854  -0.13
H 2.351 6.198 -3.228  0.21
H 2.253 4.811 -4.317  0.21
H 3.020 4.640 -2.749  0.21
H 0.035 5.210 -3.219  0.21
H 0.773 5.103 -1.636  0.21
H 0.691 2.867 -3.698  0.20
H -0.413 3.012 -2.336  0.21
H 1.828 3.086 -0.977  0.41
H 0.983 -0.423 -2.475  0.45
H 3.993 1.335 -2.887  0.24
H 5.703 2.853 -3.800  0.22
H 5.375 3.905 -6.013  0.21
H 3.351 3.390 -7.340  0.21
H 1.644 1.828 -6.423  0.23
C -0.806 -2.774 -3.832  -0.61
C -2.167 -2.464 -3.219  -0.21
N -2.442 -1.049 -3.000  -0.45
C -3.130 -0.307 -4.042  -0.20
C -2.206 0.365 -5.054  -0.62
C -1.921 -0.421 -1.896  0.48
C -2.366 0.991 -1.626  -0.67
N -1.160 -0.976 -1.031  -0.81
H -0.663 -3.853 -3.905  0.22
H 0.005 -2.392 -3.213  0.21
H -0.705 -2.342 -4.826  0.21
H -2.267 -2.984 -2.264  0.21
H -2.963 -2.845 -3.863  0.19
H -3.785 0.436 -3.585  0.20
H -3.786 -1.013 -4.556  0.19
H -1.471 0.995 -4.548  0.21
H -2.778 0.992 -5.741  0.20
H -1.652 -0.367 -5.640  0.22
H -3.419 1.001 -1.339  0.24
H -2.254 1.646 -2.488  0.20
H -1.786 1.373 -0.786  0.25
H -0.949 -1.958 -1.191  0.39

Results
* lowest unoccupied orbital energy: 1.972 eV
* highest occupied orbital energy: -4.37 eV
* calculated total energy: -8309.562999 hartree
* net charge: -1
* gap between HOMO and LUMO: 6.35 eV
* energy relative to the best compared isomer or geometry (same formula, charge and spin): 0.0000 eV

***

No. 2
Entry from OMol25: 12 unconnected molecules or ions with the total composition C27H70O13 in a non-equilibrium geometry (ωB97M-V with the def2-TZVPD basis set).

Last column: Mulliken charge in e.
Element x y z (Å)
C 20.440 20.633 5.055  -0.47
C 19.271 21.497 5.507  -0.50
C 19.093 21.013 6.966  -0.50
O 19.591 19.669 7.098  -0.33
C 20.681 19.512 6.138  -0.45
H 21.348 21.196 4.838  0.37
H 20.084 20.120 4.161  0.20
H 18.356 21.227 4.980  0.26
H 19.474 22.563 5.406  0.28
H 18.063 20.946 7.315  0.34
H 19.667 21.572 7.705  0.24
H 20.786 18.511 5.720  0.29
H 21.595 19.720 6.695  0.26
C 14.321 15.471 6.537  -0.48
C 12.949 16.009 6.240  -0.54
C 13.139 17.526 6.478  -0.45
O 14.532 17.759 6.567  -0.40
C 15.280 16.637 6.230  -0.29
H 14.524 14.680 5.815  0.29
H 14.497 15.086 7.541  0.30
H 12.100 15.537 6.735  0.35
H 12.747 15.821 5.185  0.25
H 12.714 17.884 7.416  0.24
H 12.765 18.127 5.648  0.27
H 16.214 16.594 6.789  0.24
H 15.628 16.583 5.198  0.22
C 24.280 13.607 12.570  -0.45
C 25.310 12.729 12.014  -0.40
C 26.593 13.484 12.208  -0.38
O 26.204 14.815 12.323  -0.43
C 24.825 15.043 12.372  -0.38
H 24.227 13.545 13.657  0.21
H 23.305 13.508 12.094  0.34
H 25.134 12.587 10.947  0.15
H 25.219 11.730 12.439  0.30
H 27.195 13.284 11.322  0.25
H 27.143 13.221 13.112  0.28
H 24.485 15.401 11.400  0.23
H 24.505 15.641 13.225  0.28
C 19.695 13.299 17.322  -0.45
C 18.763 14.400 16.956  -0.47
C 19.118 14.876 15.540  -0.45
O 19.835 13.750 15.056  -0.35
C 20.585 13.167 16.087  -0.45
H 19.150 12.377 17.525  0.24
H 20.216 13.556 18.244  0.26
H 18.742 15.244 17.646  0.35
H 17.742 14.028 17.035  0.21
H 19.753 15.759 15.623  0.26
H 18.272 15.076 14.884  0.30
H 21.523 13.705 16.220  0.26
H 20.869 12.138 15.869  0.29
C 20.427 9.541 11.860  -0.66
O 21.588 8.730 11.456  -0.30
C 22.174 8.178 12.619  -0.53
C 23.056 7.021 12.351  -0.52
O 22.330 5.975 11.760  -0.29
C 23.123 4.825 11.494  -0.77
H 19.986 10.000 10.975  0.21
H 20.770 10.246 12.617  0.27
H 19.669 8.931 12.352  0.31
H 21.440 7.736 13.292  0.32
H 22.725 8.909 13.211  0.39
H 23.400 6.658 13.319  0.36
H 23.847 7.353 11.679  0.34
H 23.877 4.984 10.722  0.30
H 22.463 4.035 11.135  0.26
H 23.539 4.371 12.393  0.31
C 22.405 11.332 7.342  -0.48
O 22.857 12.477 6.671  -0.50
H 23.194 10.769 7.839  0.26
H 21.708 11.571 8.145  0.14
H 21.936 10.690 6.595  0.30
H 23.299 12.220 5.859  0.29
C 19.632 14.726 4.216  -0.46
O 18.825 13.831 3.512  -0.51
H 19.297 14.562 5.240  0.13
H 20.690 14.477 4.133  0.31
H 19.417 15.743 3.885  0.24
H 19.192 13.824 2.625  0.28
C 15.239 20.228 10.817  -0.42
O 15.768 19.144 11.591  -0.48
H 14.886 19.878 9.847  0.14
H 14.311 20.507 11.316  0.24
H 15.904 21.089 10.747  0.24
H 16.461 18.731 11.071  0.30
C 21.955 20.063 11.287  -0.36
O 22.716 21.191 11.561  -0.54
H 22.598 19.431 10.674  0.21
H 21.724 19.600 12.246  0.24
H 21.088 20.369 10.702  0.14
H 23.380 20.929 12.203  0.30
C 17.359 10.789 7.099  -0.39
O 17.364 9.401 7.311  -0.52
H 16.388 11.182 6.800  0.23
H 17.843 11.305 7.929  0.15
H 17.950 10.971 6.201  0.24
H 18.258 9.064 7.405  0.30
C 25.923 16.081 7.773  -0.51
O 24.520 15.954 7.789  -0.43
H 26.288 15.540 6.900  0.25
H 26.190 17.132 7.660  0.22
H 26.376 15.654 8.668  0.19
H 24.277 15.030 7.701  0.27
C 19.544 15.564 9.958  -0.43
O 18.767 16.772 10.009  -0.45
H 19.799 15.252 10.971  0.19
H 19.005 14.753 9.468  0.23
H 20.436 15.859 9.405  0.20
H 18.835 17.162 9.135  0.28

Results
* lowest unoccupied orbital energy: 0.258 eV
* highest occupied orbital energy: -9.42 eV
* calculated total energy: -2048.519205 hartree
* structure (SMILES): C1CCOC1.C1CCOC1.C1CCOC1.C1CCOC1.COCCOC.CO.CO.CO.CO.CO.CO.CO
* net charge: 0
* gap between HOMO and LUMO: 9.67 eV

***

No. 3
Entry from OMol25: a molecular structure, C24H43I2KN2O7P2S3Si2 in a non-equilibrium geometry (ωB97M-V with the def2-TZVPD basis set).

Last column: natural (NBO) charge in e.
Element x y z (Å)
K 0.674 -0.005 -1.012  0.92
C -3.897 3.421 2.225  -0.54
C -2.422 3.347 1.842  -0.57
S -1.932 2.095 0.659  0.26
C -2.062 0.554 1.572  -0.58
C -3.424 -0.092 1.774  -0.55
S -4.332 -0.527 0.284  0.22
C -4.824 1.079 -0.392  -0.57
C -5.650 1.949 0.563  -0.55
S -5.064 3.633 0.860  0.17
H -4.045 4.273 2.896  0.21
H -4.196 2.541 2.796  0.21
H -1.825 3.261 2.755  0.23
H -2.119 4.289 1.378  0.23
H -1.567 0.671 2.542  0.23
H -1.437 -0.143 1.015  0.26
H -4.049 0.487 2.458  0.19
H -3.262 -1.055 2.269  0.24
H -5.431 0.815 -1.260  0.22
H -3.952 1.622 -0.753  0.26
H -5.761 1.464 1.533  0.22
H -6.665 2.059 0.177  0.22
I -2.530 -3.370 -3.508  0.07
C -2.278 -3.610 -1.465  -0.31
C -3.063 -4.549 -0.796  -0.23
C -2.978 -4.740 0.556  -0.24
I -4.194 -6.164 1.447  0.06
C -2.054 -3.963 1.314  -0.14
C -1.868 -4.088 2.712  -0.17
C -0.941 -3.318 3.352  -0.26
C -0.182 -2.399 2.597  0.03
N -0.348 -2.244 1.306  -0.43
C -1.260 -3.007 0.652  0.15
C -1.365 -2.764 -0.811  0.39
O -0.666 -1.887 -1.350  -0.75
H -3.760 -5.142 -1.378  0.22
H -2.471 -4.802 3.261  0.21
H -0.775 -3.392 4.419  0.21
H 0.568 -1.782 3.083  0.23
N 0.154 0.831 -4.690  -0.73
C 0.915 2.033 -4.171  -0.63
C 1.035 3.064 -5.274  -0.64
P 2.588 1.383 -3.640  2.38
O 2.741 0.318 -4.910  -1.06
O 3.593 2.451 -3.769  -1.12
O 2.333 0.547 -2.432  -1.20
P -0.122 2.560 -2.676  2.37
O -1.168 3.593 -3.373  -1.03
O 0.684 3.286 -1.674  -1.12
O -0.838 1.275 -2.372  -1.19
H 0.828 0.124 -5.002  0.45
H -0.455 1.100 -5.460  0.40
H -0.427 0.534 -3.871  0.49
H 1.594 2.676 -6.129  0.21
H 1.592 3.912 -4.881  0.26
H 0.052 3.414 -5.598  0.20
H 3.338 -0.403 -4.704  0.50
H -1.147 4.422 -2.890  0.50
C 0.418 -0.060 5.100  -1.11
Si 1.765 0.859 4.110  1.69
C 0.959 2.563 3.772  -1.13
C 3.085 1.291 5.410  -1.11
C 2.409 -0.048 2.727  -1.78
Si 3.821 0.437 1.746  1.69
C 3.766 2.182 0.992  -1.12
C 5.476 0.438 2.691  -1.11
C 4.113 -0.765 0.305  -1.10
H 0.098 0.540 5.954  0.21
H 0.793 -1.014 5.469  0.22
H -0.471 -0.269 4.499  0.21
H 0.275 2.845 4.580  0.20
H 0.420 2.566 2.827  0.23
H 1.720 3.339 3.700  0.22
H 2.636 1.803 6.265  0.20
H 3.839 1.953 4.993  0.22
H 3.591 0.390 5.754  0.22
H 1.712 -0.695 2.204  0.25
H 3.846 2.927 1.789  0.20
H 2.837 2.385 0.462  0.24
H 4.585 2.356 0.293  0.21
H 5.464 1.152 3.512  0.21
H 6.310 0.696 2.037  0.20
H 5.657 -0.548 3.120  0.21
H 3.165 -1.201 -0.020  0.21
H 4.739 -1.590 0.649  0.21
H 4.579 -0.291 -0.555  0.23

Results
* lowest unoccupied orbital energy: 3.363 eV
* highest occupied orbital energy: -0.97 eV
* calculated total energy: -5228.471144 hartree
* net charge: -2
* gap between HOMO and LUMO: 4.33 eV

***

No. 4
Entry from OMol25: a molecular structure, C10H14Cl5NO7P2PdTe (ωB97M-V with the def2-TZVPD basis set).

Last column: Löwdin spin population.
Element x y z (Å)
Pd 0.398 -0.639 -0.112  1.25
N -2.110 -2.259 2.644  0.00
C -2.354 -0.896 1.982  0.00
C -3.629 -0.271 2.528  0.00
P -0.824 0.057 2.444  0.00
O -1.067 0.105 4.047  0.00
O -0.834 1.429 1.902  0.01
O 0.298 -0.920 2.159  0.06
P -2.473 -1.342 0.179  0.00
O -3.835 -2.219 0.293  0.00
O -2.669 -0.149 -0.676  0.02
O -1.300 -2.284 -0.017  0.05
H -1.875 -2.156 3.633  0.00
H -1.318 -2.693 2.149  0.00
H -2.936 -2.851 2.545  0.00
H -3.524 -0.010 3.581  0.00
H -4.485 -0.932 2.388  0.00
H -3.823 0.643 1.968  0.00
H -0.822 0.961 4.419  0.00
H -4.327 -2.252 -0.537  0.00
Cl 5.439 -0.944 -5.273  0.00
C 4.536 -0.726 -3.819  0.00
C 3.216 -1.140 -3.737  0.00
Cl 2.450 -1.886 -5.091  0.00
C 2.504 -0.958 -2.559  0.00
Cl 0.841 -1.503 -2.465  0.08
C 3.046 -0.355 -1.408  0.01
O 2.409 -0.153 -0.300  0.11
C 4.397 0.058 -1.530  0.01
Cl 5.101 0.812 -0.149  0.00
C 5.117 -0.124 -2.697  0.00
Cl 6.758 0.402 -2.777  0.00
C -1.800 2.795 -0.621  0.03
Te -0.261 1.615 -1.404  0.30
C 1.281 2.822 -0.636  0.03
H -1.635 3.797 -1.013  0.01
H -1.741 2.757 0.459  0.00
H -2.736 2.381 -0.985  0.00
H 1.058 3.010 0.412  0.00
H 1.315 3.746 -1.207  0.01
H 2.214 2.271 -0.718  0.00

Results
* spin multiplicity: 3
* lowest unoccupied orbital energy (spin up / spin down): 0.022 / -1.720 eV
* highest occupied orbital energy (spin up / spin down): -7.87 / -7.90 eV
* ⟨S²⟩: 2.01
* calculated total energy: -4350.658178 hartree
* net charge: 0
* gap between HOMO and LUMO (spin up / spin down): 7.89 / 6.18 eV